DFT (ωB97M-V/def2-TZVPD) results for a cluster of 18 separate species, C90H162F18N21O36S18 in total.

Last columns: bonded neighbours and bond lengths (Å).
Cartesian coordinates (Å):
1 C -5.43 4.66 -0.30  N2 1.509, H15 1.090, H16 1.090, H17 1.090
2 N -6.35 3.46 -0.22  C1 1.509, C3 1.363, C7 1.366
3 C -7.65 3.72 -0.55  N2 1.363, C4 1.373, H18 1.080
4 C -8.50 2.66 -0.69  C3 1.373, C5 1.434, H19 1.080
5 C -8.11 1.30 -0.43  C4 1.434, C6 1.401, C8 1.466
6 C -6.76 1.16 -0.08  C5 1.401, C7 1.400, H20 1.080
7 C -5.88 2.22 0.12  N2 1.366, C6 1.400, H21 1.080
8 C -9.02 0.15 -0.47  C5 1.466, C9 1.405, C13 1.428
9 C -9.90 -0.02 0.62  C8 1.405, C10 1.406, H22 1.080
10 C -10.60 -1.23 0.72  C9 1.406, N11 1.377, H23 1.080
11 N -10.45 -2.22 -0.23  C10 1.377, C12 1.403, C14 1.525
12 C -9.67 -1.96 -1.36  N11 1.403, C13 1.361, H24 1.080
13 C -8.90 -0.84 -1.48  C8 1.428, C12 1.361, H25 1.080
14 C -11.33 -3.47 -0.15  N11 1.525, H26 1.090, H27 1.090, H28 1.090
15 H -4.41 4.28 -0.17  C1 1.090
16 H -5.65 5.31 0.54  C1 1.090
17 H -5.43 5.21 -1.24  C1 1.090
18 H -7.88 4.68 -0.98  C3 1.080
19 H -9.50 2.86 -1.05  C4 1.080
20 H -6.38 0.18 0.18  C6 1.080
21 H -4.81 2.12 0.23  C7 1.080
22 H -9.95 0.67 1.45  C9 1.080
23 H -11.34 -1.37 1.50  C10 1.080
24 H -9.64 -2.65 -2.19  C12 1.080
25 H -8.22 -0.77 -2.31  C13 1.080
26 H -11.32 -3.80 0.89  C14 1.090
27 H -10.87 -4.28 -0.71  C14 1.090
28 H -12.31 -3.18 -0.54  C14 1.090
29 C -3.03 5.59 -7.03  N30 1.528, H43 1.090, H44 1.090, H45 1.090
30 N -1.93 4.53 -6.91  C29 1.528, C31 1.371, C35 1.361
31 C -0.62 4.93 -6.86  N30 1.371, C32 1.369, H46 1.080
32 C 0.38 3.99 -6.96  C31 1.369, C33 1.414, H47 1.080
33 C 0.12 2.60 -7.03  C32 1.414, C34 1.363, C36 1.529
34 C -1.18 2.22 -7.15  C33 1.363, C35 1.404, H48 1.080
35 C -2.18 3.20 -7.04  N30 1.361, C34 1.404, H49 1.080
36 C 1.31 1.65 -7.07  C33 1.529, C37 1.395, C41 1.389
37 C 2.34 1.86 -6.15  C36 1.395, C38 1.412, H50 1.080
38 C 3.52 1.09 -6.23  C37 1.412, N39 1.345, H51 1.080
39 N 3.62 0.08 -7.11  C38 1.345, C40 1.364, C42 1.431
40 C 2.60 -0.14 -7.99  N39 1.364, C41 1.353, H52 1.080
41 C 1.45 0.57 -7.93  C36 1.389, C40 1.353, H53 1.080
42 C 4.78 -0.75 -7.00  N39 1.431, H54 1.090, H55 1.090, H56 1.090
43 H -2.91 6.10 -7.98  C29 1.090
44 H -2.78 6.41 -6.36  C29 1.090
45 H -3.98 5.11 -6.81  C29 1.090
46 H -0.41 5.99 -6.81  C31 1.080
47 H 1.42 4.25 -6.87  C32 1.080
48 H -1.46 1.18 -7.16  C34 1.080
49 H -3.20 2.87 -7.20  C35 1.080
50 H 2.41 2.67 -5.44  C37 1.080
51 H 4.38 1.19 -5.58  C38 1.080
52 H 2.67 -0.99 -8.67  C40 1.080
53 H 0.61 0.31 -8.56  C41 1.080
54 H 4.58 -1.50 -6.24  C42 1.090
55 H 5.64 -0.17 -6.65  C42 1.090
56 H 4.98 -1.21 -7.97  C42 1.090
57 C -2.99 -6.22 0.76  N58 1.498, H71 1.090, H72 1.090, H73 1.090
58 N -3.85 -5.23 1.48  C57 1.498, C59 1.394, C63 1.389
59 C -4.67 -4.43 0.69  N58 1.394, C60 1.409, H74 1.080
60 C -5.43 -3.47 1.39  C59 1.409, C61 1.405, H75 1.080
61 C -5.27 -3.23 2.77  C60 1.405, C62 1.400, C64 1.440
62 C -4.46 -4.13 3.47  C61 1.400, C63 1.362, H76 1.080
63 C -3.77 -5.13 2.86  N58 1.389, C62 1.362, H77 1.080
64 C -6.08 -2.28 3.49  C61 1.440, C65 1.378, C69 1.403
65 C -6.36 -1.08 2.88  C64 1.378, C66 1.430, H78 1.080
66 C -7.33 -0.21 3.48  C65 1.430, N67 1.358, H79 1.080
67 N -7.95 -0.57 4.63  C66 1.358, C68 1.378, C70 1.500
68 C -7.65 -1.72 5.31  N67 1.378, C69 1.427, H80 1.080
69 C -6.72 -2.61 4.69  C64 1.403, C68 1.427, H81 1.080
70 C -9.07 0.33 5.09  N67 1.500, H82 1.090, H83 1.090, H84 1.090
71 H -2.44 -5.64 0.02  C57 1.090
72 H -3.75 -6.84 0.30  C57 1.090
73 H -2.26 -6.74 1.39  C57 1.090
74 H -4.56 -4.58 -0.37  C59 1.080
75 H -5.98 -2.77 0.77  C60 1.080
76 H -4.34 -4.01 4.54  C62 1.080
77 H -3.10 -5.81 3.37  C63 1.080
78 H -5.97 -0.82 1.91  C65 1.080
79 H -7.70 0.63 2.91  C66 1.080
80 H -8.26 -1.91 6.19  C68 1.080
81 H -6.53 -3.50 5.27  C69 1.080
82 H -9.43 -0.06 6.04  C70 1.090
83 H -9.87 0.39 4.35  C70 1.090
84 H -8.57 1.26 5.34  C70 1.090
85 C -0.74 6.06 -1.62  C86 1.537, H95 1.090, H96 1.090, H97 1.090
86 C 0.70 6.28 -1.12  C85 1.537, C87 1.533, H98 1.090, H99 1.090
87 C 0.75 6.21 0.41  C86 1.533, N88 1.539, H100 1.090, H101 1.090
88 N 2.07 6.76 0.98  C87 1.539, C89 1.511, C93 1.609, C94 1.525
89 C 2.48 8.17 0.64  N88 1.511, C90 1.518, H102 1.090, H103 1.090
90 C 1.38 9.16 1.00  C89 1.518, C91 1.525, H104 1.090, H105 1.090
91 C 1.16 9.16 2.51  C90 1.525, C92 1.542, H106 1.090, H107 1.090
92 C 1.02 7.73 3.09  C91 1.542, C93 1.527, H108 1.090, H109 1.090
93 C 2.11 6.79 2.59  N88 1.609, C92 1.527, H110 1.090, H111 1.090
94 C 3.24 5.87 0.55  N88 1.525, H112 1.090, H113 1.090, H114 1.090
95 H -1.40 6.78 -1.13  C85 1.090
96 H -1.15 5.08 -1.40  C85 1.090
97 H -0.80 6.21 -2.70  C85 1.090
98 H 1.01 7.23 -1.54  C86 1.090
99 H 1.37 5.52 -1.54  C86 1.090
100 H 0.75 5.21 0.84  C87 1.090
101 H -0.07 6.78 0.84  C87 1.090
102 H 2.74 8.24 -0.42  C89 1.090
103 H 3.41 8.47 1.13  C89 1.090
104 H 0.47 8.85 0.49  C90 1.090
105 H 1.68 10.15 0.67  C90 1.090
106 H 0.27 9.70 2.82  C91 1.090
107 H 2.09 9.53 2.95  C91 1.090
108 H 0.04 7.37 2.79  C92 1.090
109 H 1.02 7.88 4.17  C92 1.090
110 H 2.05 5.78 2.99  C93 1.090
111 H 3.15 7.01 2.82  C93 1.090
112 H 3.13 4.87 0.95  C94 1.090
113 H 4.13 6.23 1.06  C94 1.090
114 H 3.36 5.93 -0.53  C94 1.090
115 C 5.61 -3.52 0.59  C116 1.557, H125 1.090, H126 1.090, H127 1.090
116 C 5.06 -4.76 1.35  C115 1.557, C117 1.549, H128 1.090, H129 1.090
117 C 6.15 -5.53 2.14  C116 1.549, N118 1.531, H130 1.090, H131 1.090
118 N 5.81 -6.71 3.05  C117 1.531, C119 1.553, C123 1.595, C124 1.563
119 C 7.12 -7.24 3.68  N118 1.553, C120 1.560, H132 1.090, H133 1.090
120 C 6.82 -8.48 4.58  C119 1.560, C121 1.528, H134 1.090, H135 1.090
121 C 6.00 -9.48 3.76  C120 1.528, C122 1.478, H136 1.090, H137 1.090
122 C 4.73 -9.05 3.14  C121 1.478, C123 1.548, H138 1.090, H139 1.090
123 C 5.09 -7.87 2.21  N118 1.595, C122 1.548, H140 1.090, H141 1.090
124 C 4.79 -6.22 4.13  N118 1.563, H142 1.090, H143 1.090, H144 1.090
125 H 6.51 -3.62 -0.02  C115 1.090
126 H 5.78 -2.75 1.34  C115 1.090
127 H 4.82 -3.13 -0.06  C115 1.090
128 H 4.53 -5.50 0.75  C116 1.090
129 H 4.19 -4.47 1.95  C116 1.090
130 H 6.53 -4.81 2.87  C117 1.090
131 H 6.84 -5.77 1.33  C117 1.090
132 H 7.69 -7.52 2.80  C119 1.090
133 H 7.62 -6.44 4.22  C119 1.090
134 H 7.71 -8.91 5.05  C120 1.090
135 H 6.30 -8.28 5.51  C120 1.090
136 H 6.70 -9.74 2.96  C121 1.090
137 H 5.97 -10.36 4.39  C121 1.090
138 H 4.11 -9.82 2.66  C122 1.090
139 H 4.08 -8.79 3.97  C122 1.090
140 H 5.77 -8.01 1.37  C123 1.090
141 H 4.17 -7.45 1.80  C123 1.090
142 H 3.84 -5.99 3.65  C124 1.090
143 H 5.24 -5.29 4.49  C124 1.090
144 H 4.59 -6.92 4.94  C124 1.090
145 C -7.63 3.31 -8.85  C146 1.601, H155 1.090, H156 1.090, H157 1.090
146 C -6.87 2.44 -7.74  C145 1.601, C147 1.569, H158 1.090, H159 1.090
147 C -7.28 0.93 -7.62  C146 1.569, N148 1.520, H160 1.090, H161 1.090
148 N -6.82 0.30 -6.32  C147 1.520, C149 1.584, C153 1.560, C154 1.635
149 C -5.24 0.19 -6.25  N148 1.584, C150 1.595, H162 1.090, H163 1.090
150 C -4.74 -0.73 -5.04  C149 1.595, C151 1.539, H164 1.090, H165 1.090
151 C -5.44 -2.10 -5.06  C150 1.539, C152 1.520, H166 1.090, H167 1.090
152 C -6.94 -2.02 -5.22  C151 1.520, C153 1.528, H168 1.090, H169 1.090
153 C -7.44 -1.13 -6.35  N148 1.560, C152 1.528, H170 1.090, H171 1.090
154 C -7.32 0.93 -4.90  N148 1.635, H172 1.090, H173 1.090, H174 1.090
155 H -7.78 2.71 -9.75  C145 1.090
156 H -7.07 4.19 -9.15  C145 1.090
157 H -8.56 3.67 -8.42  C145 1.090
158 H -6.95 2.96 -6.79  C146 1.090
159 H -5.80 2.50 -7.93  C146 1.090
160 H -7.04 0.34 -8.51  C147 1.090
161 H -8.36 0.77 -7.62  C147 1.090
162 H -5.05 -0.36 -7.17  C149 1.090
163 H -5.01 1.26 -6.21  C149 1.090
164 H -3.66 -0.59 -5.16  C150 1.090
165 H -4.86 -0.19 -4.11  C150 1.090
166 H -5.14 -2.50 -6.03  C151 1.090
167 H -5.06 -2.67 -4.21  C151 1.090
168 H -7.35 -3.01 -5.42  C152 1.090
169 H -7.45 -1.89 -4.26  C152 1.090
170 H -7.27 -1.60 -7.32  C153 1.090
171 H -8.53 -1.13 -6.29  C153 1.090
172 H -8.40 1.12 -4.95  C154 1.090
173 H -6.73 1.83 -4.74  C154 1.090
174 H -7.04 0.25 -4.09  C154 1.090
175 C 6.32 1.55 3.06  C176 1.485, H185 1.090, H186 1.090, H187 1.090
176 C 6.98 2.85 3.35  C175 1.485, C177 1.560, H188 1.090, H189 1.090
177 C 6.73 3.50 4.75  C176 1.560, N178 1.556, H190 1.090, H191 1.090
178 N 7.60 3.01 5.94  C177 1.556, C179 1.595, C183 1.522, C184 1.553
179 C 9.09 3.56 5.81  N178 1.595, C180 1.496, H192 1.090, H193 1.090
180 C 9.21 5.04 5.95  C179 1.496, C181 1.558, H194 1.090, H195 1.090
181 C 8.56 5.52 7.28  C180 1.558, C182 1.500, H196 1.090, H197 1.090
182 C 7.16 5.02 7.45  C181 1.500, C183 1.575, H198 1.090, H199 1.090
183 C 6.98 3.47 7.26  N178 1.522, C182 1.575, H200 1.090, H201 1.090
184 C 7.76 1.47 5.99  N178 1.553, H202 1.090, H203 1.090, H204 1.090
185 H 5.73 1.53 2.15  C175 1.090
186 H 5.52 1.33 3.77  C175 1.090
187 H 6.94 0.65 3.13  C175 1.090
188 H 6.50 3.51 2.63  C176 1.090
189 H 8.06 2.83 3.21  C176 1.090
190 H 5.68 3.44 5.02  C177 1.090
191 H 6.99 4.56 4.68  C177 1.090
192 H 9.48 3.13 4.88  C179 1.090
193 H 9.63 3.12 6.65  C179 1.090
194 H 8.80 5.57 5.08  C180 1.090
195 H 10.24 5.38 6.06  C180 1.090
196 H 8.59 6.61 7.22  C181 1.090
197 H 9.07 5.08 8.14  C181 1.090
198 H 6.74 5.56 6.60  C182 1.090
199 H 6.65 5.39 8.34  C182 1.090
200 H 6.00 3.00 7.27  C183 1.090
201 H 7.54 2.92 8.02  C183 1.090
202 H 8.16 1.05 5.06  C184 1.090
203 H 6.74 1.09 5.97  C184 1.090
204 H 8.35 1.13 6.84  C184 1.090
205 C 1.96 -1.72 1.22  C206 1.536, H215 1.090, H216 1.090, H217 1.090
206 C 2.50 -0.85 0.07  C205 1.536, C207 1.572, H218 1.090, H219 1.090
207 C 1.39 0.16 -0.38  C206 1.572, N208 1.551, H220 1.090, H221 1.090
208 N 1.98 1.26 -1.31  C207 1.551, C209 1.557, C213 1.597, C214 1.535
209 C 2.27 0.67 -2.72  N208 1.557, C210 1.487, H222 1.090, H223 1.090
210 C 1.06 0.23 -3.45  C209 1.487, C211 1.536, H224 1.090, H225 1.090
211 C -0.03 1.29 -3.61  C210 1.536, C212 1.565, H226 1.090, H227 1.090
212 C -0.41 1.95 -2.24  C211 1.565, C213 1.566, H228 1.090, H229 1.090
213 C 0.87 2.39 -1.46  N208 1.597, C212 1.566, H230 1.090, H231 1.090
214 C 3.30 1.85 -0.79  N208 1.535, H232 1.090, H233 1.090, H234 1.090
215 H 1.08 -2.27 0.89  C205 1.090
216 H 1.68 -1.01 1.99  C205 1.090
217 H 2.79 -2.27 1.67  C205 1.090
218 H 2.86 -1.42 -0.78  C206 1.090
219 H 3.33 -0.27 0.47  C206 1.090
220 H 1.04 0.73 0.48  C207 1.090
221 H 0.50 -0.36 -0.73  C207 1.090
222 H 2.93 -0.19 -2.59  C209 1.090
223 H 2.82 1.43 -3.28  C209 1.090
224 H 0.54 -0.58 -2.92  C210 1.090
225 H 1.50 -0.22 -4.34  C210 1.090
226 H -0.83 0.88 -4.23  C211 1.090
227 H 0.30 2.09 -4.28  C211 1.090
228 H -0.95 1.16 -1.71  C212 1.090
229 H -1.06 2.81 -2.43  C212 1.090
230 H 0.58 2.65 -0.44  C213 1.090
231 H 1.37 3.26 -1.90  C213 1.090
232 H 3.29 2.09 0.27  C214 1.090
233 H 3.66 2.73 -1.34  C214 1.090
234 H 4.07 1.11 -1.00  C214 1.090
235 C -0.05 -2.50 9.83  C236 1.535, H245 1.090, H246 1.090, H247 1.090
236 C 0.63 -3.17 8.63  C235 1.535, C237 1.593, H248 1.090, H249 1.090
237 C -0.33 -3.28 7.37  C236 1.593, N238 1.608, H250 1.090, H251 1.090
238 N 0.40 -3.75 6.01  C237 1.608, C239 1.543, C243 1.567, C244 1.537
239 C 1.38 -2.71 5.43  N238 1.543, C240 1.523, H252 1.090, H253 1.090
240 C 0.66 -1.39 5.21  C239 1.523, C241 1.582, H254 1.090, H255 1.090
241 C -0.66 -1.58 4.35  C240 1.582, C242 1.531, H256 1.090, H257 1.090
242 C -1.53 -2.78 4.70  C241 1.531, C243 1.571, H258 1.090, H259 1.090
243 C -0.72 -4.10 4.97  N238 1.567, C242 1.571, H260 1.090, H261 1.090
244 C 1.22 -5.02 6.29  N238 1.537, H262 1.090, H263 1.090, H264 1.090
245 H -0.08 -1.41 9.76  C235 1.090
246 H 0.43 -2.76 10.77  C235 1.090
247 H -1.08 -2.86 9.93  C235 1.090
248 H 0.85 -4.21 8.89  C236 1.090
249 H 1.61 -2.74 8.40  C236 1.090
250 H -0.80 -2.33 7.10  C237 1.090
251 H -1.08 -4.05 7.55  C237 1.090
252 H 2.27 -2.64 6.06  C239 1.090
253 H 1.73 -3.12 4.48  C239 1.090
254 H 0.58 -1.00 6.22  C240 1.090
255 H 1.36 -0.81 4.61  C240 1.090
256 H -1.26 -0.68 4.22  C241 1.090
257 H -0.40 -1.79 3.31  C241 1.090
258 H -2.25 -2.71 5.52  C242 1.090
259 H -2.20 -2.92 3.84  C242 1.090
260 H -1.35 -4.86 5.44  C243 1.090
261 H -0.27 -4.53 4.07  C243 1.090
262 H 0.59 -5.73 6.82  C244 1.090
263 H 2.09 -4.80 6.92  C244 1.090
264 H 1.65 -5.41 5.37  C244 1.090
265 N -1.32 -3.41 -7.26  S266 1.582, S270 1.682
266 S -2.07 -2.35 -8.17  N265 1.582, O267 1.451, O268 1.486, F269 1.596, S270 2.387
267 O -1.42 -1.13 -8.61  S266 1.451
268 O -3.54 -2.36 -8.00  S266 1.486
269 F -1.89 -3.27 -9.47  S266 1.596
270 S -0.84 -2.27 -6.13  N265 1.682, S266 2.387, O271 1.439, O272 1.460, F273 1.667
271 O -1.67 -1.18 -5.69  S270 1.439
272 O 0.59 -2.04 -5.97  S270 1.460
273 F -0.92 -3.26 -4.79  S270 1.667
274 N -4.21 -1.03 0.16  S275 1.460, S279 1.689
275 S -2.81 -0.79 0.52  N274 1.460, O276 1.527, O277 1.483, F278 1.599, S279 2.409
276 O -2.45 0.68 0.70  S275 1.527
277 O -1.73 -1.72 0.12  S275 1.483
278 F -2.93 -1.21 2.06  S275 1.599
279 S -4.04 -1.17 -1.51  N274 1.689, S275 2.409, O280 1.461, O281 1.468, F282 1.606
280 O -3.96 -2.53 -2.03  S279 1.461
281 O -3.35 -0.06 -2.19  S279 1.468
282 F -5.58 -0.82 -1.83  S279 1.606
283 N 1.57 3.02 1.97  S284 1.712, S288 1.470
284 S 0.12 2.84 2.86  N283 1.712, O285 1.470, O286 1.407, F287 1.641, S288 2.331
285 O -0.23 4.02 3.66  S284 1.470
286 O -0.20 1.56 3.35  S284 1.407
287 F -0.91 3.12 1.62  S284 1.641
288 S 2.42 2.52 3.06  N283 1.470, S284 2.331, O289 1.429, O290 1.453, F291 1.597
289 O 2.77 1.14 3.11  S288 1.429
290 O 2.40 3.30 4.29  S288 1.453
291 F 3.77 3.16 2.47  S288 1.597
292 N 6.36 -0.62 -4.39  S293 1.716, S297 1.536
293 S 5.99 -1.59 -3.02  N292 1.716, O294 1.494, O295 1.454, F296 1.601, S297 2.472
294 O 5.42 -0.92 -1.81  S293 1.494
295 O 6.84 -2.76 -2.88  S293 1.454
296 F 4.64 -2.14 -3.69  S293 1.601
297 S 6.81 0.66 -3.65  N292 1.536, S293 2.472, O298 1.494, O299 1.419, F300 1.599
298 O 7.95 0.53 -2.70  S297 1.494
299 O 5.76 1.52 -3.24  S297 1.419
300 F 7.41 1.41 -4.93  S297 1.599
301 N 6.44 -3.28 5.32  S302 1.699, S306 1.466
302 S 5.34 -2.13 4.73  N301 1.699, O303 1.438, O304 1.442, F305 1.635, S306 2.385
303 O 5.32 -0.86 5.42  S302 1.438
304 O 4.21 -2.63 3.99  S302 1.442
305 F 6.40 -1.67 3.58  S302 1.635
306 S 5.97 -3.30 6.71  N301 1.466, S302 2.385, O307 1.445, O308 1.448, F309 1.627
307 O 4.56 -3.45 6.98  S306 1.445
308 O 6.81 -2.78 7.78  S306 1.448
309 F 6.46 -4.82 7.00  S306 1.627
310 N -4.53 3.54 -4.89  S311 1.694, S315 1.474
311 S -5.67 4.68 -4.36  N310 1.694, O312 1.461, O313 1.467, F314 1.575, S315 2.327
312 O -5.24 6.01 -3.95  S311 1.461
313 O -6.82 4.09 -3.66  S311 1.467
314 F -6.23 5.00 -5.80  S311 1.575
315 S -4.04 3.24 -3.53  N310 1.474, S311 2.327, O316 1.467, O317 1.457, F318 1.658
316 O -4.89 2.38 -2.71  S315 1.467
317 O -3.32 4.31 -2.85  S315 1.457
318 F -2.90 2.12 -3.96  S315 1.658
319 N 1.52 -5.12 -4.51  S320 1.545, S324 1.659
320 S 2.25 -4.07 -3.64  N319 1.545, O321 1.448, O322 1.444, F323 1.604, S324 2.354
321 O 3.42 -4.55 -2.94  S320 1.448
322 O 1.45 -2.98 -3.13  S320 1.444
323 F 2.95 -3.39 -4.91  S320 1.604
324 S 0.82 -5.90 -3.22  N319 1.659, S320 2.354, O325 1.481, O326 1.492, F327 1.598
325 O -0.25 -5.19 -2.48  S324 1.481
326 O 1.60 -6.96 -2.51  S324 1.492
327 F -0.17 -6.73 -4.16  S324 1.598
328 N 1.84 -6.05 2.15  S329 1.504, S333 1.725
329 S 0.83 -5.74 1.09  N328 1.504, O330 1.433, O331 1.472, F332 1.671, S333 2.388
330 O -0.25 -4.89 1.51  S329 1.433
331 O 0.44 -6.81 0.15  S329 1.472
332 F 1.75 -4.74 0.11  S329 1.671
333 S 0.96 -7.36 2.84  N328 1.725, S329 2.388, O334 1.493, O335 1.456, F336 1.604
334 O 1.07 -8.67 2.13  S333 1.493
335 O -0.29 -6.96 3.47  S333 1.456
336 F 1.90 -7.64 4.10  S333 1.604
337 N 3.68 5.12 -6.03  S338 1.442, S342 1.733
338 S 2.87 6.12 -5.37  N337 1.442, O339 1.470, O340 1.427, F341 1.604, S342 2.361
339 O 3.53 7.39 -5.05  S338 1.470
340 O 1.75 5.73 -4.57  S338 1.427
341 F 2.12 6.47 -6.75  S338 1.604
342 S 4.46 4.57 -4.58  N337 1.733, S338 2.361, O343 1.463, O344 1.452, F345 1.599
343 O 3.59 3.78 -3.71  S342 1.463
344 O 5.33 5.53 -3.93  S342 1.452
345 F 5.39 3.54 -5.38  S342 1.599

Computed properties:
Frontier orbital gap ... 0.077 hartree
Net charge ... +3
E_LUMO ... -8.89 eV
Calculated total energy ... -16348.43872 Eh

Here are the Löwdin charges for atoms 1 to 99, given in e: C 0.054; N -0.037; C 0.014; C 0.058; C -0.129; C 0.019; C 0.063; C -0.113; C 0.047; C 0.027; N -0.050; C 0.036; C 0.063; C 0.058; H 0.105; H 0.113; H 0.095; H 0.157; H 0.135; H 0.076; H 0.145; H 0.124; H 0.147; H 0.152; H 0.109; H 0.104; H 0.107; H 0.118; C 0.053; N -0.043; C 0.026; C 0.053; C -0.093; C 0.051; C 0.002; C -0.089; C 0.041; C 0.054; N -0.050; C 0.034; C 0.033; C 0.020; H 0.108; H 0.105; H 0.059; H 0.144; H 0.096; H 0.117; H 0.117; H 0.092; H 0.123; H 0.159; H 0.118; H 0.104; H 0.090; H 0.117; C 0.061; N -0.025; C 0.078; C 0.034; C -0.151; C 0.012; C 0.061; C -0.140; C 0.068; C 0.028; N -0.092; C 0.068; C 0.083; C 0.043; H 0.117; H 0.117; H 0.098; H 0.146; H 0.102; H 0.126; H 0.151; H 0.084; H 0.128; H 0.146; H 0.134; H 0.105; H 0.101; H 0.117; C -0.079; C -0.203; C -0.092; N -0.207; C -0.134; C -0.159; C -0.178; C -0.157; C -0.051; C 0.027; H 0.075; H 0.054; H 0.079; H 0.118; H 0.091